Entry 1:
C45H51AsBrI2MoN4O6SSi2Te as an isolated structure at a distorted geometry. Source: OMol25; level of theory: ωB97M-V/def2-TZVPD.

ORCA input file:
```
! wB97M-V def2-TZVPD RIJCOSX def2/J DEFGRID3
* xyz -2 4
Mo 17.84063 13.13312 11.35749
O 14.67586 13.83105 6.16786
C 15.36233 13.64047 7.32737
C 15.60803 12.35827 7.79292
C 16.22101 12.27845 9.03696
N 16.56307 13.32208 9.75922
C 16.32741 14.58848 9.26819
C 15.75627 14.76952 7.99252
C 16.87813 15.75806 10.20591
O 16.62265 16.92157 9.89959
O 17.59060 15.34440 11.14713
C 16.74252 10.95774 9.65467
O 16.57856 9.85642 9.14769
O 17.41341 11.17436 10.69471
H 14.11601 13.08176 5.90738
H 15.46631 11.45177 7.17127
H 15.61255 15.78386 7.72055
I 18.99555 3.04859 10.90139
C 18.08909 4.73029 10.10894
C 18.03211 6.03483 10.57649
N 17.46729 6.76831 9.65924
N 17.07104 6.04797 8.58440
C 17.36944 4.78325 8.86356
H 18.35388 6.54669 11.46019
H 17.28987 7.74995 9.73794
H 17.33166 4.11364 8.04818
S 16.47257 13.33228 13.01860
Br 8.49041 13.35863 11.71067
C 10.38483 13.67577 11.47874
C 10.74889 14.96386 11.30176
C 12.14859 15.25256 11.20440
C 13.02498 14.22853 11.35202
C 12.60706 12.84994 11.45275
C 11.27450 12.57206 11.54476
I 10.60156 10.62506 11.77438
H 9.99519 15.68495 11.09220
H 12.48820 16.23576 11.03785
H 14.10195 14.40497 11.28160
H 13.34726 12.08150 11.56297
C 16.88308 12.25824 16.86030
Si 16.42138 10.48140 17.35851
C 14.51760 10.17899 17.48621
C 17.02794 10.50530 19.21421
As 17.37370 8.59882 16.36721
Si 19.29668 9.64822 15.57682
C 20.41984 10.40081 16.95657
C 20.40378 8.52202 14.58729
C 18.95383 11.01868 14.26936
H 16.62393 12.68228 15.78704
H 17.93928 12.36618 17.01135
H 16.32696 12.81012 17.58706
H 14.08341 9.92404 16.50652
H 13.96980 11.09096 17.90128
H 14.31858 9.38442 18.22838
H 16.42562 11.09586 19.85490
H 17.99903 10.93598 18.98945
H 17.14254 9.45420 19.52600
H 20.01759 11.06170 17.66100
H 21.26780 11.12818 16.46611
H 20.83429 9.51998 17.40091
H 20.75730 7.48659 14.90143
H 21.29472 9.07293 14.19089
H 19.87380 8.26074 13.65980
H 17.87658 10.98410 14.00008
H 19.65533 11.01428 13.38555
H 19.19106 11.93399 14.74689
C 28.38866 15.97907 12.34642
C 26.97961 15.70656 12.84784
C 25.98438 16.69728 12.73473
C 24.65876 16.53678 13.18191
C 23.66246 17.71940 13.09780
C 24.28187 15.33592 13.76339
Te 22.23383 14.86695 14.13850
N 19.76319 12.45492 11.69611
C 20.09190 12.53952 10.44393
O 19.30334 13.15200 9.52271
C 21.10106 11.65695 9.82036
C 22.27358 11.43418 10.45035
C 23.13574 10.46610 9.94851
C 22.73941 9.68250 8.84206
C 21.55251 10.04530 8.14387
C 20.75968 11.04742 8.60949
C 21.70264 15.32390 12.11028
C 22.45249 14.71841 11.13171
C 22.18769 14.98282 9.78705
C 21.09914 15.80944 9.48290
C 20.30076 16.29384 10.48326
C 20.54659 16.02528 11.83386
C 19.73022 16.68169 12.88560
C 25.28310 14.37326 13.93908
C 24.85397 13.05657 14.60210
C 26.58202 14.56849 13.44915
H 28.36750 16.39094 11.31327
H 29.06645 15.09839 12.32920
H 28.88405 16.75102 12.90465
H 26.20900 17.66734 12.21727
H 23.25120 17.82899 12.09236
H 24.14850 18.66636 13.44470
H 22.93337 17.55401 13.74345
H 22.44825 11.90840 11.42436
H 24.04710 10.28672 10.49037
H 23.35114 8.84328 8.47341
H 21.32544 9.47402 7.23470
H 19.76390 11.32244 8.20298
H 23.19530 13.98910 11.36942
H 22.69959 14.42821 8.96132
H 20.73252 15.97961 8.44530
H 19.43533 16.85156 10.22659
H 19.47742 15.85511 13.55788
H 18.80103 17.12952 12.56952
H 20.39743 17.39866 13.39803
H 24.07082 12.52035 14.01391
H 24.40367 13.22886 15.57083
H 25.69691 12.33956 14.68907
H 27.23608 13.65720 13.41062
*
```

Values from the calculation:
Energy relative to the best compared isomer or geometry (same formula, charge and spin)   24.3 kcal/mol
<S²>   3.7757
LUMO (spin up / spin down)   3.15 / 2.36 eV
E_HOMO (spin up / spin down)   -1.04 / -2.68 eV

---

Entry 2:
C45H51BF2InN9S as an isolated structure at a distorted geometry. Source: OMol25; level of theory: ωB97M-V/def2-TZVPD.

ORCA input file:
```
! wB97M-V def2-TZVPD RIJCOSX def2/J DEFGRID3
* xyz -2 1
In -1.33405 0.99792 1.49195
B -1.25130 -0.87364 4.75732
N -2.52698 -1.00816 3.96300
C -3.56471 -1.79848 4.25033
C -4.49921 -1.69932 3.19538
C -3.95187 -0.81326 2.27434
N -2.74167 -0.37855 2.73535
N 0.04236 -0.86226 3.99653
C 1.27282 -0.77106 4.53091
C 2.19056 -0.85702 3.44348
C 1.39405 -1.04353 2.28823
N 0.08182 -1.07950 2.61796
H -1.26547 -1.77694 5.61735
H -1.22919 0.04702 5.52156
H -3.64590 -2.47835 5.09794
H -5.47758 -2.17404 3.12140
H -4.27416 -0.55563 1.27171
H 1.43059 -0.58585 5.55656
H 3.25963 -0.79611 3.51481
H 1.66753 -1.22364 1.24068
C 0.09219 4.16106 -2.22387
C -0.64751 5.26658 -1.80064
C -1.68789 5.05245 -0.90673
C -1.95463 3.73840 -0.43447
N -1.14154 2.73260 -0.75181
C -0.12648 2.93573 -1.61334
C -3.14064 3.48203 0.39835
C -4.22954 4.37860 0.28342
C -5.35894 4.24402 1.09896
C -5.37060 3.26116 2.08419
C -4.24464 2.41727 2.19906
C -3.15571 2.47927 1.35808
H 0.91296 4.21459 -2.93786
H -0.37807 6.25632 -2.15941
H -2.31501 5.82451 -0.52957
H 0.51359 2.07015 -1.85119
H -4.22373 5.10885 -0.51897
H -6.21003 4.90486 0.96876
H -6.22397 3.16036 2.77339
H -4.19374 1.71107 3.01389
F -2.14416 4.11764 5.72254
C -1.20749 3.77377 4.80585
C -1.39843 2.62523 4.05503
C -0.47808 2.31855 3.06313
C 0.71869 3.00227 2.99721
C 0.82333 4.16570 3.74185
F 1.81104 5.03966 3.45062
C -0.09969 4.58030 4.70206
C 1.92669 2.54561 2.30480
C 3.21745 2.81206 2.78043
C 4.30624 2.48124 1.94855
C 4.07138 2.04067 0.65985
C 2.73963 1.75919 0.30060
N 1.71414 2.00429 1.10030
H -2.28362 2.00887 4.21257
H 0.04748 5.41739 5.35761
H 3.33606 3.24222 3.79916
H 5.32524 2.59817 2.34201
H 4.88468 1.82931 -0.02265
H 2.51274 1.26726 -0.64942
C -3.63055 0.36002 -2.16732
C -3.46576 -1.04102 -1.64765
C -4.18152 -2.02820 -2.30191
C -4.08131 -3.37940 -1.98240
C -3.15370 -3.74583 -1.01237
C -2.36679 -2.84197 -0.31187
C -1.32349 -3.33792 0.61029
C -2.51630 -1.35813 -0.55391
N -1.89032 -0.47871 0.11431
H -4.71533 0.61419 -2.20311
H -3.22322 0.48199 -3.18869
H -3.14192 1.08481 -1.52502
H -4.78762 -1.67838 -3.10979
H -4.64943 -4.12029 -2.50518
H -3.02777 -4.80196 -0.73967
H -1.41534 -4.42036 0.78195
H -1.35039 -2.82357 1.58492
H -0.35093 -3.10795 0.20247
C 7.54226 -0.59217 -3.20887
C 6.73346 -1.85587 -2.89120
C 5.34045 -1.60917 -2.30028
C 4.62226 -2.91124 -1.95860
N 3.22422 -2.73418 -1.58883
C 2.23461 -2.22848 -2.37631
S 0.82833 -1.54733 -1.63506
N 2.43621 -2.33890 -3.70210
C 1.47600 -1.84361 -4.68748
C 0.50061 -2.94456 -5.24107
C -0.36746 -3.61937 -4.17926
C 0.17655 -4.90016 -3.56627
H 8.46466 -0.84564 -3.75628
H 7.79238 -0.03368 -2.28424
H 6.92116 0.08345 -3.81935
H 7.29325 -2.45257 -2.14855
H 6.67131 -2.46992 -3.78342
H 4.71196 -0.98989 -2.98659
H 5.40996 -0.97438 -1.39812
H 5.10082 -3.39824 -1.07636
H 4.73032 -3.68176 -2.74304
H 2.99638 -2.89988 -0.62095
H 3.24180 -2.85123 -4.05509
H 2.03712 -1.42386 -5.52176
H 0.91315 -1.07116 -4.17873
H 1.14118 -3.65675 -5.80020
H -0.15501 -2.46426 -5.96808
H -1.37720 -3.80411 -4.59532
H -0.59648 -2.89559 -3.37853
H 0.16202 -5.71347 -4.31233
H -0.46721 -5.20536 -2.73839
H 1.21603 -4.80289 -3.15350
*
```

Values from the calculation:
Energy relative to the best compared isomer or geometry (same formula, charge and spin)   0.0 kcal/mol
LUMO   3.46 eV
E_HOMO   0.79 eV

---

Entry 3:
A 10-piece molecular cluster, C45H51BF9N2O28S3 overall at a distorted geometry. Source: OMol25; level of theory: ωB97M-V/def2-TZVPD.

ORCA input file:
```
! wB97M-V def2-TZVPD RIJCOSX def2/J DEFGRID3
* xyz 1 1
C 6.56681 -0.54530 -2.98981
N 5.86600 0.76389 -3.08970
C 4.52531 0.74633 -2.43617
B 5.79970 1.20780 -4.45456
O 4.97769 0.72808 -5.40258
S 6.98760 2.63648 -4.88306
C 6.05291 4.20448 -5.02763
C 5.02421 4.42478 -3.89216
C 3.64452 4.90358 -4.41951
S 2.51513 3.49863 -4.66092
C 0.87275 4.12023 -4.31259
S 0.64167 5.72826 -4.21703
N -0.25350 3.26827 -4.09863
C -0.32921 2.70284 -2.76944
C 0.73177 2.50726 -1.89594
C 0.48767 1.98178 -0.63530
C -0.77955 1.64459 -0.20634
C -1.84823 1.85105 -1.07562
C -1.60435 2.36261 -2.33031
C -0.43687 2.27556 -5.14651
C -1.59462 2.37875 -5.87697
C -1.93353 1.49178 -6.88192
C -1.07058 0.44612 -7.20028
C 0.12361 0.34856 -6.44935
C 0.43566 1.22932 -5.43244
H 6.74679 -0.75386 -1.93357
H 5.94233 -1.32228 -3.46306
H 7.51412 -0.48054 -3.54768
H 4.49217 1.58760 -1.72838
H 4.41704 -0.19387 -1.87205
H 3.69410 0.90372 -3.14368
H 4.42092 0.01537 -5.05262
H 7.43524 2.38688 -6.14192
H 6.80223 5.00557 -5.02397
H 5.58838 4.24904 -6.02073
H 5.40525 5.25067 -3.27624
H 4.90563 3.57557 -3.20495
H 3.24570 5.59580 -3.66758
H 3.78203 5.49458 -5.33384
H 1.74439 2.78340 -2.17767
H 1.29376 1.80895 0.07952
H -0.97966 1.21277 0.77116
H -2.88130 1.60398 -0.83157
H -2.44227 2.52573 -3.01033
H -2.30065 3.17705 -5.64051
H -2.87233 1.57853 -7.42776
H -1.34112 -0.23090 -8.00143
H 0.83486 -0.44163 -6.68128
H 1.35778 1.11921 -4.86040
C 7.60652 -0.75208 2.21464
C 7.32189 0.59702 1.62277
O 6.61009 0.27084 0.43215
C 5.96950 -0.90995 0.68687
O 5.08276 -1.34312 0.01583
O 6.46201 -1.51480 1.78188
F 8.46953 1.24008 1.28837
H 8.52289 -1.20394 1.81290
H 7.67529 -0.72512 3.29856
H 6.70922 1.24240 2.24804
C 2.07835 -0.24430 -11.75118
C 1.22215 0.93194 -11.35839
O 0.27155 0.34461 -10.48848
C 0.88657 -0.72608 -9.90958
O 0.48503 -1.28529 -8.94435
O 2.01888 -1.06118 -10.57814
F 0.57740 1.45568 -12.42626
H 1.66387 -0.79275 -12.59832
H 3.10317 0.03805 -11.98074
H 1.75650 1.72555 -10.83190
C 11.70378 -3.95341 1.28512
C 12.11390 -3.83350 2.72992
O 11.92863 -2.45110 2.98883
C 10.93481 -2.03372 2.16083
O 10.33876 -1.01276 2.28546
O 10.70182 -2.93662 1.17577
F 13.41856 -4.14284 2.90218
H 12.52470 -3.73012 0.60222
H 11.29800 -4.93237 1.04162
H 11.50676 -4.41870 3.42320
C 1.92104 0.00591 4.21298
C 2.21446 -0.70649 2.92010
O 3.48647 -0.19610 2.57046
C 4.10880 0.11962 3.74120
O 5.27642 0.32092 3.83103
O 3.23636 0.16589 4.76825
F 1.32607 -0.37093 1.95171
H 1.47197 0.98397 4.06241
H 1.28307 -0.57468 4.87402
H 2.26674 -1.79414 3.00030
C -3.35717 0.30406 5.11925
C -2.38521 -0.81650 4.89030
O -1.32204 -0.16809 4.20578
C -1.32766 1.13062 4.62766
O -0.42165 1.88034 4.45616
O -2.48116 1.43792 5.25565
F -2.89913 -1.77041 4.07642
H -4.01878 0.46297 4.26447
H -3.95446 0.16355 6.00317
H -2.00813 -1.27871 5.80214
C -1.17011 -2.94268 0.14809
C -2.33267 -3.01274 1.10357
O -2.68148 -4.38349 1.07346
C -1.53188 -5.06725 0.79074
O -1.38866 -6.23122 0.94488
O -0.57004 -4.22890 0.31582
F -3.38499 -2.28076 0.65597
H -1.49248 -2.82194 -0.88778
H -0.46931 -2.14688 0.39450
H -2.09399 -2.71910 2.12574
C -7.66349 -1.93230 7.28830
C -7.36735 -2.60223 5.97406
O -6.09091 -2.06579 5.63443
C -5.47522 -1.78118 6.81022
O -4.30410 -1.56854 6.91553
O -6.34323 -1.77348 7.83828
F -8.25535 -2.24782 5.02965
H -8.12719 -0.95415 7.16280
H -8.29148 -2.53706 7.93520
H -7.30301 -3.69089 6.02707
C -9.21400 1.50716 3.97500
C -9.96221 2.71342 4.48169
O -10.88391 2.14565 5.39296
C -10.29911 1.00997 5.87833
O -10.66149 0.42766 6.84331
O -9.24091 0.64033 5.11048
F -10.64707 3.32692 3.48687
H -9.72276 1.02637 3.13788
H -8.19209 1.73758 3.68197
H -9.34082 3.44640 5.00040
C -13.83892 -2.56330 6.72938
C -13.55905 -3.23046 5.40770
O -12.29105 -2.70598 5.05894
C -11.65337 -2.42512 6.23440
O -10.49124 -2.22145 6.33216
O -12.52535 -2.41517 7.27286
F -14.46090 -2.86508 4.46494
H -14.29546 -1.57969 6.60756
H -14.46714 -3.16607 7.38116
H -13.50314 -4.31991 5.45355
*
```

Values from the calculation:
LUMO   -3.45 eV
E_HOMO   -10.36 eV

---

Entry 4:
C45H51BrF5N5O3PS2Se2Sr as an isolated structure. Source: OMol25; level of theory: ωB97M-V/def2-TZVPD.

ORCA input file:
```
! wB97M-V def2-TZVPD RIJCOSX def2/J DEFGRID3
* xyz -1 1
Sr 0.16443 -0.36615 0.61883
C -4.77940 -0.94482 -6.33970
C -3.30709 -0.58809 -6.13288
C -2.46548 -1.53349 -7.00106
C -3.09386 0.85564 -6.60785
C -2.88233 -0.70893 -4.66944
C -1.56556 -0.44217 -4.31729
C -1.18623 -0.49152 -2.99527
Br 0.60811 -0.07399 -2.51968
C -2.06194 -0.79600 -1.93228
O -1.64593 -0.78784 -0.70207
C -3.39750 -1.11046 -2.29941
C -3.76087 -1.04290 -3.64104
C -4.39401 -1.52630 -1.21586
C -5.78163 -1.82034 -1.79258
C -4.55544 -0.41851 -0.16488
C -3.89375 -2.80367 -0.52377
H -5.02963 -0.85810 -7.39939
H -5.43765 -0.27396 -5.78562
H -4.99223 -1.96877 -6.02764
H -2.76051 -1.45380 -8.05055
H -2.59902 -2.56874 -6.68235
H -1.40312 -1.29863 -6.93277
H -3.39177 0.96255 -7.65429
H -2.04758 1.14997 -6.52345
H -3.67925 1.55129 -6.00539
H -0.83283 -0.16978 -5.06597
H -4.78484 -1.25681 -3.90013
H -6.22186 -0.93725 -2.26000
H -6.44475 -2.13509 -0.98393
H -5.75327 -2.62355 -2.53099
H -4.81662 0.53410 -0.63086
H -3.63288 -0.29683 0.39903
H -5.35224 -0.68544 0.53576
H -3.81482 -3.62361 -1.24151
H -4.59870 -3.10534 0.25740
H -2.91751 -2.64177 -0.06994
F -3.32849 5.02130 -4.19787
C -2.61890 4.80062 -3.07143
C -2.37061 3.50705 -2.64185
F -2.85073 2.47143 -3.35078
C -1.63573 3.30644 -1.48916
F -1.39007 2.02729 -1.10753
C -1.12679 4.34599 -0.70513
S -0.20461 4.03088 0.73204
C -1.40444 5.63346 -1.17550
F -0.96269 6.71255 -0.49990
C -2.12978 5.86331 -2.33068
F -2.37178 7.12578 -2.74374
Se 3.99961 -1.81234 1.90046
P 4.36699 0.10163 0.99240
Se 2.70920 1.32686 0.35092
C 5.41300 1.08194 2.12774
C 6.65031 0.56027 2.50623
C 7.46866 1.26274 3.37284
C 7.05282 2.48995 3.87926
C 5.81936 3.00280 3.51624
C 4.99863 2.30261 2.63937
C 5.45626 -0.11464 -0.45508
C 6.25562 0.94176 -0.88262
C 7.02791 0.81377 -2.02582
C 6.99731 -0.36639 -2.75686
C 6.19193 -1.41563 -2.33954
C 5.42499 -1.29288 -1.18995
H 6.96420 -0.40334 2.12147
H 8.43128 0.85469 3.65464
H 7.69227 3.03985 4.55900
H 5.48338 3.95203 3.91096
H 4.03346 2.70045 2.35196
H 6.26647 1.87121 -0.32564
H 7.64817 1.63980 -2.34916
H 7.59663 -0.46438 -3.65320
H 6.15470 -2.33429 -2.91044
H 4.79517 -2.10868 -0.85637
O -2.05679 1.73232 1.70945
H -2.30849 1.25992 0.91328
H -1.44264 2.46543 1.41696
N 2.30723 -0.47943 4.89185
C 1.47936 -0.82062 3.86628
N 0.91892 0.19559 3.28250
C 1.43210 1.31291 3.93943
C 1.20422 2.66563 3.71041
C 1.88595 3.57134 4.49980
C 2.77897 3.14785 5.49470
C 3.01751 1.80756 5.73197
C 2.32623 0.90299 4.93600
H 3.01311 -1.09457 5.26164
H 1.34866 -1.85007 3.57683
H 0.53545 2.98257 2.92417
H 1.73691 4.63021 4.33672
H 3.30405 3.88925 6.08378
H 3.72181 1.48523 6.48797
C -2.88372 -1.89961 5.92250
N -2.34731 -2.01428 4.59475
C -1.98458 -3.26798 3.98282
C -1.45536 -2.79342 2.62349
O -1.01293 -3.53360 1.76909
N -1.53266 -1.43578 2.56529
C -2.05562 -1.01790 3.72247
N -2.26594 0.26032 3.97646
H -3.71908 -2.59024 6.05338
H -3.26274 -0.89529 6.09801
H -2.12882 -2.11379 6.68416
H -2.83667 -3.94018 3.85998
H -1.19451 -3.78990 4.52938
H -2.12767 0.93814 3.20032
H -2.70187 0.56232 4.82750
C 1.79577 -4.45512 0.49191
S 1.51517 -3.00690 -0.53754
C 0.06725 -3.61213 -1.43073
H 0.91913 -4.66111 1.10364
H 2.65395 -4.23638 1.12415
H 2.02851 -5.31175 -0.14080
H 0.31498 -4.52850 -1.96769
H -0.22941 -2.85146 -2.14896
H -0.75250 -3.78634 -0.73574
*
```

Values from the calculation:
Energy relative to the best compared isomer or geometry (same formula, charge and spin)   0.0 kcal/mol
LUMO   1.73 eV
E_HOMO   -4.58 eV